A gas-phase ion, C4H10N3 (charge +1), computed with ωB97M-V with the def2-TZVPD basis set.

Its SMILES is CCC/N=N/C=[NH2+]. The calculation puts the lowest unoccupied orbital energy at -4.949 eV. The charge is +1.

Structure (XYZ):
```
17
Properties=species:S:1:pos:R:3:forces:R:3
C 2.633937 0.593792 0.227069 -0.14 -3.07 1.89
C -2.199326 0.865363 -0.086833 2.82 0.46 -0.68
C -1.779032 -0.636078 0.130331 -0.70 -0.63 -0.19
C -0.399591 -1.132355 -0.484503 -0.53 2.83 -0.77
N 0.600454 -0.787181 0.465860 0.77 0.73 2.15
N 1.533374 -0.068827 0.322821 -0.28 1.30 -1.45
N 3.739457 -0.243977 0.274587 -2.02 2.11 -0.17
H 2.588734 1.627957 0.539378 0.37 0.25 -0.53
H -2.968313 1.170534 0.606569 -0.58 -0.28 -0.17
H -1.315950 1.572777 0.244729 -1.41 -1.30 -0.85
H -2.437448 1.088371 -1.176879 0.12 -0.22 1.55
H -2.551827 -1.345548 -0.371625 1.14 1.21 1.29
H -1.660836 -0.800368 1.244647 -0.60 -0.22 -1.29
H -0.307658 -2.167839 -0.363270 -0.56 -1.90 -0.68
H -0.154490 -0.685884 -1.476288 -0.36 -0.71 0.42
H 4.608453 0.154628 0.030906 1.07 -0.24 -0.30
H 3.489062 -1.213885 0.305471 0.87 -0.33 -0.22
```
Positions in Å, forces in eV/Å.

***

A molecular structure, C30H32ClN3SSi2Tb, computed with ωB97M-V with the def2-TZVPD basis set.

The spin multiplicity is 7. The expectation value of S² is 12.6223. The calculation puts the lowest unoccupied orbital energy (spin up / spin down) at -3.372 / -3.036 eV. The charge is +1.

Structure (XYZ):
```
70
Properties=species:S:1:pos:R:3:forces:R:3
C -1.112586 -0.583135 4.603509 -0.50 -0.46 -0.12
C -1.636020 -0.157514 3.348082 -0.51 -0.60 0.27
C -1.752388 -1.302008 2.514244 -0.22 -0.08 0.35
H -1.953444 0.851273 3.093382 0.16 -0.24 0.08
C -1.268000 -2.433267 3.241786 -0.43 0.03 0.10
C -0.888789 -1.989272 4.541472 -0.43 0.30 -0.14
H -0.588805 -2.627069 5.380329 0.01 0.31 -0.46
H -1.030038 0.033929 5.496193 0.19 -0.16 -0.35
H -2.195231 -1.320667 1.516457 0.34 -0.04 0.31
H -1.302612 -3.475254 2.902825 0.14 0.58 0.12
Tb 0.756951 -0.873544 2.795019 0.76 0.16 -0.76
Si 1.263211 1.012809 -0.088817 -3.30 -1.84 2.58
C -0.017345 2.337323 -0.320548 0.22 0.34 -0.17
C 0.508484 3.561796 -0.730888 -0.63 0.42 -0.32
H 1.586376 3.658672 -0.856119 -0.21 0.12 -0.22
C -0.340474 4.645871 -0.986328 -0.34 -0.08 0.21
H 0.074972 5.579060 -1.368200 -0.13 -0.20 0.18
C -1.726204 4.523132 -0.773545 0.67 -0.17 -0.19
H -2.387354 5.363680 -0.997776 0.21 -0.31 0.09
C -2.242041 3.320597 -0.279076 0.25 -0.03 0.16
H -3.318180 3.229152 -0.097404 0.45 0.00 0.03
C -1.382177 2.245190 -0.015362 -0.34 0.35 -0.19
H -1.798462 1.351617 0.451707 0.16 0.12 -0.24
C 0.324798 -0.861797 -0.401479 1.68 1.43 1.65
C -1.061608 -0.972356 -0.964568 0.47 1.53 -1.55
H -1.742305 -0.116669 -0.901590 0.15 -0.35 0.12
C -1.666695 -2.287951 -1.027862 0.54 -1.35 0.99
H -2.617807 -2.401327 -1.557974 0.34 0.04 0.27
C -1.108121 -3.342303 -0.342867 -2.75 0.28 -1.58
H -1.639770 -4.292487 -0.296233 0.12 0.20 -0.20
C 0.127792 -3.241751 0.297269 2.67 1.50 0.84
H 0.529964 -4.105136 0.842421 -0.02 0.40 -0.34
C 0.869775 -2.076087 0.206398 0.12 -1.13 0.36
H 1.917448 -2.034216 0.524771 -0.41 -0.28 0.09
H 0.789753 0.752393 1.326289 0.18 0.49 0.84
Si 0.449479 -0.531288 -2.187678 -0.76 -0.34 -2.95
C 0.882901 -1.905509 -3.301992 0.56 -0.26 -0.61
C 0.175115 -1.980827 -4.519719 -0.33 -0.68 0.48
H -0.135296 -1.070125 -5.037058 -0.20 -0.27 0.33
C -0.197664 -3.240343 -4.993154 0.25 0.04 -0.19
H -0.864657 -3.323034 -5.854100 0.31 -0.01 0.19
C 0.253705 -4.390390 -4.338627 0.02 0.01 0.26
H -0.113634 -5.372805 -4.638418 0.17 0.28 -0.01
C 1.176440 -4.291659 -3.290603 0.30 0.08 -0.23
H 1.585593 -5.184018 -2.817153 -0.06 0.13 -0.28
C 1.559675 -3.036896 -2.813817 -0.96 -0.16 -0.22
H 2.309600 -2.924513 -2.033385 -0.38 -0.16 0.10
C 0.049598 0.999430 -3.207072 0.21 0.15 0.52
C -1.284158 1.284559 -3.542203 0.21 0.18 0.21
H -2.076887 0.571826 -3.298250 0.25 0.28 0.02
C -1.603188 2.493451 -4.150164 -0.04 0.06 -0.19
H -2.643656 2.728536 -4.351525 0.10 -0.04 -0.05
C -0.606709 3.411628 -4.488168 -0.06 -0.32 0.28
H -0.875170 4.373222 -4.929922 0.14 -0.33 0.09
C 0.720755 3.089473 -4.222142 0.41 0.25 -0.24
H 1.504864 3.806021 -4.486806 -0.24 -0.30 0.08
C 1.062458 1.889143 -3.598220 -0.62 0.23 0.03
H 2.103496 1.674539 -3.368700 -0.08 0.04 -0.06
H 2.552955 1.633175 0.258382 0.40 -0.55 -1.01
Cl 3.245264 -0.621974 1.970004 0.29 -0.17 0.12
N 2.192174 -0.853010 4.887122 0.51 0.25 0.37
N 1.898420 0.172063 5.837573 0.31 -0.43 0.00
C 1.477068 1.385478 5.385902 0.17 0.48 0.22
N 1.527362 2.353382 6.324338 -0.12 -0.27 -0.04
S 0.965537 1.711878 3.815527 0.54 0.18 0.66
H 3.098017 -0.657767 4.430001 -0.30 0.04 0.11
H 2.314380 -1.733451 5.396257 -0.32 0.33 -0.07
H 2.472542 0.161384 6.685420 -0.26 0.02 -0.51
H 1.185021 3.273273 6.102070 -0.05 -0.09 -0.08
H 1.665514 2.132481 7.300744 0.03 0.08 -0.16
```
Positions in Å, forces in eV/Å.

***

C15H26N2O4S2 in the gas phase, computed with ωB97M-V with the def2-TZVPD basis set.

Its SMILES is O=C(CSCSCC(=O)NC[C@H]1CCCO1)NC[C@H]1CCCO1. The calculation puts the lowest unoccupied orbital energy at 0.577 eV. The charge is 0.

Structure (XYZ):
```
49
Properties=species:S:1:pos:R:3:forces:R:3
O 2.571174 1.579935 2.142702 0.38 0.06 0.18
C 1.489474 1.299977 1.662280 -0.47 0.06 0.22
N 1.215818 1.329389 0.347781 -0.13 0.09 -0.41
H 0.366819 0.906918 -0.012041 0.00 -0.05 0.21
C 2.268496 1.536775 -0.615464 0.18 -0.35 -0.02
H 3.095244 2.013910 -0.084866 -0.04 0.05 -0.13
H 1.907998 2.192299 -1.411044 0.11 0.01 0.00
C 2.727178 0.197439 -1.228403 -0.13 0.39 -0.33
C 4.070839 0.336829 -1.948862 -0.23 -0.15 0.11
H 4.165778 -0.445727 -2.701632 -0.01 0.05 -0.04
C 5.084285 0.124118 -0.816223 -0.04 -0.04 0.08
H 5.475227 1.073851 -0.455139 0.05 0.00 0.01
C 4.267191 -0.573434 0.288011 0.41 -0.03 0.37
H 4.658348 -1.559061 0.550715 0.01 0.09 -0.01
O 2.957396 -0.773194 -0.225064 -0.16 -0.12 -0.06
H 4.217354 0.043031 1.193481 0.01 -0.09 -0.12
H 5.922831 -0.489319 -1.139325 0.05 0.05 -0.01
H 4.174704 1.304963 -2.432797 0.03 0.05 -0.09
H 1.925426 -0.188602 -1.864833 0.11 0.05 0.07
C 0.310584 0.978206 2.572509 -0.10 -0.40 0.08
H 0.679335 0.797208 3.583175 0.07 0.17 -0.13
H -0.374234 1.827234 2.588025 0.03 0.04 0.05
S -0.698761 -0.431300 2.043027 0.18 -0.16 0.13
C 0.582902 -1.740104 2.057870 -0.38 0.27 -0.02
H 0.754399 -2.061690 3.083334 0.12 -0.04 -0.04
H 1.493309 -1.349681 1.603990 0.07 -0.03 0.06
S 0.041860 -3.184318 1.127687 0.13 -0.03 -0.06
C 0.225978 -2.516128 -0.554780 0.10 0.00 0.44
C -0.838063 -1.488350 -0.907026 0.21 -0.50 -0.01
O -0.548557 -0.391018 -1.352931 0.03 0.38 -0.35
N -2.094713 -1.929237 -0.750684 -0.28 -0.13 0.03
H -2.232294 -2.787599 -0.237076 0.11 0.09 -0.03
C -3.263072 -1.139655 -1.055494 -0.33 0.26 0.16
H -4.064518 -1.811096 -1.371060 0.06 0.06 -0.01
H -3.005921 -0.473127 -1.881570 -0.10 -0.06 -0.02
C -3.772980 -0.316987 0.148012 0.44 -0.27 -0.07
C -3.147777 1.082288 0.209981 -0.12 -0.07 0.02
H -3.045359 1.399640 1.247824 0.01 0.05 0.07
C -4.187110 1.935969 -0.512137 -0.18 -0.22 0.09
H -4.052246 1.868510 -1.591994 0.00 0.04 -0.05
C -5.482293 1.243220 -0.096290 -0.14 0.38 0.04
H -5.827871 1.620879 0.876638 0.00 0.00 -0.11
H -6.290068 1.352086 -0.823453 0.03 0.03 0.08
O -5.176550 -0.135769 0.018716 0.01 -0.12 -0.15
H -4.162811 2.981746 -0.216180 0.01 0.06 -0.04
H -2.172240 1.102302 -0.267048 0.07 0.00 0.03
H -3.576561 -0.888799 1.064720 -0.02 0.06 -0.11
H 1.222077 -2.081485 -0.633404 -0.13 0.01 -0.10
H 0.141962 -3.373025 -1.223645 0.02 0.01 -0.03
```
Positions in Å, forces in eV/Å.

***

A molecular structure, C39H43IN3O8PS2Tl, computed with ωB97M-V with the def2-TZVPD basis set.

The calculation puts the lowest unoccupied orbital energy at 2.244 eV. The charge is -1.

Structure (XYZ):
```
98
Properties=species:S:1:pos:R:3:forces:R:3
Tl 0.485800 0.055600 -0.378200 -0.02 -0.58 -0.78
I -2.110300 1.503500 0.986100 -2.91 0.00 -0.19
C -4.194500 1.101300 0.380200 0.55 0.54 0.01
C -4.946000 2.248300 0.216500 0.87 -0.25 0.27
C -6.296300 2.225800 -0.138000 -0.41 -0.25 -0.08
C -6.926800 1.027200 -0.285700 0.05 0.38 0.07
C -6.213800 -0.175100 -0.121400 0.03 0.05 -0.01
C -6.927300 -1.380800 -0.268400 0.10 -0.22 -0.02
C -6.290600 -2.582600 -0.179700 -0.29 0.10 -0.01
C -4.913100 -2.598600 0.035900 0.07 0.26 0.07
C -4.174000 -1.446400 0.206600 0.13 -0.44 0.12
P -2.342000 -1.717100 0.337900 -0.50 -0.51 -0.41
C -2.274400 -2.784900 -1.162400 0.23 0.04 0.05
C -2.133900 -4.165900 -1.195300 -0.06 0.03 0.04
C -2.037900 -4.829400 -2.406000 -0.03 -0.14 -0.15
C -2.100600 -4.128100 -3.597600 0.01 -0.08 -0.11
C -2.253600 -2.750800 -3.575900 -0.01 0.06 -0.14
C -2.327200 -2.087700 -2.366400 0.06 -0.02 0.04
C -2.298900 -2.984800 1.650000 0.03 0.15 0.07
C -1.113100 -3.716400 1.731600 -0.12 -0.02 0.03
C -0.905400 -4.611200 2.760800 0.07 -0.09 -0.04
C -1.880800 -4.785800 3.732800 -0.06 -0.07 0.08
C -3.050100 -4.046700 3.670100 -0.06 -0.15 0.19
C -3.257400 -3.138000 2.643200 0.03 -0.05 -0.16
C -4.809100 -0.173000 0.168500 -0.12 -0.05 0.00
H -4.469700 3.200700 0.387200 0.09 0.12 -0.03
H -6.829700 3.153700 -0.280800 -0.04 0.10 0.03
H -7.979000 0.969600 -0.526300 -0.09 0.03 -0.04
H -7.989800 -1.324500 -0.463300 -0.07 0.00 -0.02
H -6.833200 -3.509700 -0.292300 -0.05 -0.09 -0.02
H -4.411700 -3.556200 0.054100 0.04 0.00 0.02
H -2.118600 -4.734100 -0.276400 0.07 -0.04 0.05
H -1.916800 -5.904300 -2.422900 -0.01 -0.08 0.02
H -2.032600 -4.652600 -4.540800 0.02 -0.03 -0.05
H -2.303100 -2.195600 -4.504100 0.00 0.02 0.00
H -2.431600 -1.011400 -2.338100 0.02 0.16 -0.07
H -0.359000 -3.540600 0.979200 0.23 -0.04 -0.02
H 0.019100 -5.170900 2.814200 0.06 -0.01 -0.01
H -1.727200 -5.500900 4.531200 -0.01 0.02 0.04
H -3.812600 -4.182400 4.425700 -0.04 0.02 0.07
H -4.168800 -2.555400 2.615700 -0.03 0.00 0.00
O 5.073300 0.774100 0.626000 -0.29 0.14 0.07
S 3.891600 1.590800 0.350700 1.32 0.02 -0.39
O 4.143800 2.704700 -0.538300 -0.33 -0.17 0.12
O 2.760100 0.739300 -0.013700 0.11 0.14 -0.04
C 3.509800 2.367000 1.928800 0.41 -0.23 -0.63
C 4.563400 2.405900 2.823900 0.14 -0.10 0.26
C 4.428500 3.037700 4.048400 -0.11 0.11 0.02
C 3.241700 3.692600 4.344700 0.08 0.05 -0.04
C 2.191900 3.658800 3.440300 -0.07 0.25 -0.03
C 2.319200 2.993400 2.228500 -0.56 -0.13 0.03
S 0.759700 2.629100 1.392300 0.08 1.66 1.18
O 0.552500 1.256000 1.895000 0.08 0.03 -0.62
O -0.205200 3.535300 2.004200 0.39 0.01 -0.03
O 0.792100 2.736700 -0.048600 0.40 -0.06 0.02
H 5.467100 1.891300 2.535300 0.10 0.00 0.08
H 5.234500 3.011800 4.770800 0.05 0.06 -0.04
H 3.122500 4.208400 5.288900 -0.03 0.01 0.03
H 1.241000 4.122600 3.658100 -0.02 0.03 0.08
C 4.579300 -3.372500 0.910600 0.27 -0.20 -0.05
N 3.198400 -2.957300 0.927400 0.02 0.12 0.02
C 2.954300 -1.752000 1.690400 -0.16 0.27 0.09
C 2.304900 -3.337000 -0.002800 0.31 -0.69 -0.08
O 1.313200 -2.700000 -0.315700 -0.31 0.26 -0.12
N 2.579000 -4.609200 -0.581800 -0.14 0.34 -0.01
C 2.367000 -5.700200 0.351100 0.12 -0.12 -0.02
C 1.874700 -4.820600 -1.832100 -0.05 0.06 0.01
H 5.199300 -2.512600 0.637400 0.05 -0.06 0.07
H 4.723700 -4.168500 0.184900 0.03 0.05 0.03
H 4.884800 -3.730600 1.899300 0.00 0.06 -0.02
H 3.345200 -1.898900 2.698900 -0.08 -0.01 0.05
H 1.881300 -1.569900 1.729000 0.12 -0.02 0.17
H 3.445900 -0.889600 1.235100 0.00 -0.25 0.12
H 2.774300 -5.437800 1.323700 0.05 -0.07 0.06
H 2.872500 -6.592400 -0.021200 -0.02 -0.09 0.06
H 1.297500 -5.927600 0.465600 -0.02 -0.01 0.03
H 2.086300 -3.985600 -2.496700 -0.08 -0.06 -0.09
H 0.788500 -4.890500 -1.693800 0.04 0.00 -0.05
H 2.247000 -5.744500 -2.275900 -0.02 -0.01 -0.07
O -0.343100 -1.079400 2.266200 0.28 0.17 0.37
C -0.434400 -0.988600 3.465400 -0.49 -0.54 0.28
C -1.701400 -0.570800 4.184200 -0.06 0.20 0.03
C -1.394300 0.434600 5.310000 -0.08 0.03 -0.11
C -0.249600 1.410700 4.998800 0.10 -0.09 0.28
C 1.147700 0.883100 5.346600 0.12 -0.02 -0.26
C 1.625400 -0.207100 4.383900 0.38 0.37 0.28
N 0.634100 -1.273200 4.318900 0.08 -0.56 0.12
H -2.204700 -1.453700 4.590700 0.05 -0.01 -0.10
H -2.361400 -0.114400 3.444500 0.02 -0.13 0.03
H -1.172900 -0.088500 6.248600 -0.06 0.02 -0.02
H -2.305200 1.011500 5.480500 -0.04 -0.04 0.08
H -0.413000 2.319800 5.579900 -0.03 0.09 -0.05
H -0.267200 1.682500 3.944000 -0.10 0.15 0.00
H 1.149100 0.487300 6.370900 0.00 0.02 0.03
H 1.859900 1.708900 5.309800 0.03 -0.04 0.09
H 2.583800 -0.619800 4.714700 -0.02 0.07 -0.10
H 1.734400 0.215500 3.384900 0.14 -0.12 0.08
H 0.303900 -1.479800 5.258300 -0.05 0.13 -0.17
```
Positions in Å, forces in eV/Å.

***

The maximum force results, record by record, are as follows: 3.6, 4.6, 0.6, 2.9 eV/Å.
The molar mass results, record by record, are as follows: 100.14, 717.22, 362.52, 1108.18 g/mol.
The energy relative to the best compared isomer or geometry (same formula, charge and spin) results, record by record, are as follows: 4.110, 0.000, 0.000, 1.305 eV.